Record 1
86
Properties=species:S:1:pos:R:3 method="wB97M-V/def2-TZVPD" homo_lumo_gap_ha=0.21595 e_lumo_ev=-10.711 e_homo_ha=-0.6096 charge=+3 total_energy_ev=-76270.0261
In 0.896 0.103 0.100
P -1.880 -0.703 -0.044
P 1.292 -2.398 0.969
P -0.537 2.130 -1.587
H 5.749 -1.506 -2.849
C 5.915 -0.451 -2.687
C 6.114 0.211 -1.548
H 6.159 -0.230 -0.559
C -2.433 -1.595 -1.570
C -2.585 -1.887 1.174
C -3.255 0.539 -0.001
C 3.093 -2.647 1.054
C 0.700 -2.892 2.599
C 0.760 -3.762 -0.155
C 0.680 3.346 -2.193
C -1.797 3.363 -1.054
C -1.132 1.504 -3.213
H 6.071 0.114 -3.628
H 6.452 1.260 -1.612
H -3.434 -2.008 -1.348
H -1.718 -2.400 -1.794
H -2.472 -0.901 -2.422
H -3.631 -2.043 0.867
H -2.557 -1.449 2.181
H -2.032 -2.837 1.167
H -3.510 0.866 -1.014
H -2.979 1.392 0.630
H -4.116 0.034 0.448
H 3.286 -3.714 0.923
H 3.462 -2.314 2.023
H 3.593 -2.060 0.277
H 0.634 -3.982 2.647
H -0.292 -2.479 2.794
H 1.383 -2.538 3.371
H 1.193 -4.706 0.243
H 1.167 -3.568 -1.167
H -0.347 -3.838 -0.181
H 0.072 4.166 -2.579
H 1.292 2.953 -3.010
H 1.310 3.683 -1.357
H -1.532 4.321 -1.537
H -1.753 3.511 0.042
H -2.814 3.076 -1.368
H -0.937 2.306 -3.951
H -2.210 1.263 -3.193
H -0.536 0.613 -3.494
C 3.455 0.742 -1.512
C 2.892 -0.225 -2.554
C 3.058 0.267 -3.956
C 3.562 1.529 -4.301
C 4.026 2.402 -3.276
C 3.833 2.091 -1.938
O 3.469 0.433 -0.258
H 1.750 -0.698 -1.733
H 3.328 -1.284 -2.459
H 2.785 -0.426 -4.758
H 3.595 1.794 -5.343
H 4.555 3.331 -3.506
H 4.057 2.810 -1.164
C 1.446 3.072 2.043
P 0.460 1.545 2.245
C 1.228 0.660 3.601
C 2.538 0.149 3.415
C 3.099 -0.640 4.424
C 2.405 -0.900 5.605
C 1.171 -0.293 5.796
C 0.600 0.515 4.834
C -1.206 1.932 2.667
C -1.608 3.276 2.539
C -2.896 3.647 2.878
C -3.799 2.719 3.431
C -3.336 1.412 3.677
C -2.043 1.037 3.348
H 2.435 2.876 1.589
H 1.577 3.438 3.065
H 0.960 3.848 1.438
H 3.104 0.346 2.494
H 4.095 -1.057 4.286
H 2.851 -1.507 6.392
H 0.642 -0.419 6.722
H -0.359 0.990 5.048
H -0.915 4.023 2.172
H -3.234 4.666 2.673
H -4.833 3.020 3.654
H -4.038 0.690 4.107
H -1.699 0.043 3.641

Record 2
86
Properties=species:S:1:pos:R:3 method="wB97M-V/def2-TZVPD" homo_lumo_gap_ha="0.10105 / 0.10998" e_lumo_ev="-13.187 / -12.945" e_homo_ha="-0.5857 / -0.5857" charge=+3 total_energy_ev=-168015.8821
Lu 0.402 0.442 -0.492
P -0.721 -1.031 1.809
P 1.092 -2.214 -0.973
P -1.371 2.351 0.416
H -0.225 1.496 -8.052
C -0.031 2.555 -7.835
C 0.996 2.828 -6.999
H 1.718 2.044 -6.695
C -2.388 -1.778 1.531
C 0.213 -2.482 2.449
C -1.003 -0.072 3.351
C 1.447 -1.915 -2.765
C 2.520 -3.225 -0.477
C -0.206 -3.523 -1.123
C -1.419 3.328 -1.150
C -1.297 3.700 1.651
C -3.143 1.877 0.545
H -0.675 3.277 -8.363
H 1.219 3.816 -6.587
H -2.742 -2.229 2.470
H -2.326 -2.548 0.750
H -3.098 -1.005 1.203
H -0.291 -2.855 3.351
H 1.240 -2.194 2.704
H 0.256 -3.297 1.715
H -1.533 -0.723 4.064
H -1.611 0.821 3.145
H -0.046 0.245 3.789
H 2.033 -2.758 -3.154
H 2.041 -0.995 -2.866
H 0.522 -1.807 -3.349
H 2.405 -4.262 -0.810
H 2.620 -3.220 0.613
H 3.433 -2.809 -0.917
H 0.253 -4.433 -1.536
H -1.014 -3.180 -1.789
H -0.640 -3.771 -0.146
H -1.998 4.244 -0.972
H -1.871 2.758 -1.972
H -0.392 3.601 -1.422
H -2.129 4.395 1.483
H -0.351 4.248 1.556
H -1.372 3.304 2.672
H -3.770 2.779 0.572
H -3.319 1.298 1.462
H -3.430 1.257 -0.319
C -2.209 0.127 -3.390
C -1.163 0.617 -4.187
C -1.433 1.043 -5.475
C -2.735 1.068 -5.971
C -3.788 0.582 -5.183
C -3.530 0.117 -3.895
Se -1.843 -0.555 -1.665
H 0.934 1.285 -2.078
H -0.151 0.664 -3.775
H -0.606 1.402 -6.075
H -2.927 1.461 -6.965
H -4.793 0.555 -5.577
H -4.323 -0.253 -3.249
C 1.911 2.591 2.486
P 2.328 1.143 1.445
C 3.905 1.646 0.677
C 5.128 1.553 1.345
C 6.313 1.985 0.738
C 6.281 2.533 -0.559
C 5.052 2.616 -1.237
C 3.874 2.186 -0.625
C 2.913 -0.100 2.652
C 3.649 -1.191 2.151
C 4.011 -2.233 2.999
C 3.672 -2.194 4.355
C 2.925 -1.122 4.849
C 2.533 -0.079 4.005
H 1.828 3.484 1.852
H 2.721 2.720 3.216
H 0.958 2.472 3.018
H 5.143 1.161 2.361
H 7.266 1.893 1.268
H 7.204 2.869 -1.047
H 5.014 3.022 -2.253
H 2.922 2.297 -1.154
H 3.947 -1.207 1.102
H 4.597 -3.064 2.604
H 4.003 -2.988 5.027
H 2.669 -1.066 5.908
H 1.946 0.753 4.410

Record 3
102
Properties=species:S:1:pos:R:3 method="wB97M-V/def2-TZVPD" homo_lumo_gap_ha=0.17433 e_lumo_ev=1.555 e_homo_ha=-0.1172 charge=-1 total_energy_ev=-115133.1238
Mg -3.607 -21.495 7.141
N -1.427 -22.533 9.673
C -2.690 -22.839 10.056
N -2.929 -23.293 11.297
C -4.173 -23.720 11.543
N -4.494 -24.190 12.756
N -5.127 -23.743 10.612
C -4.840 -23.152 9.474
N -3.650 -22.630 9.130
C -5.891 -23.180 8.473
C -6.960 -24.070 8.639
C -7.980 -24.100 7.700
C -7.839 -23.195 6.600
C -6.717 -22.364 6.508
N -5.727 -22.347 7.426
H -0.674 -22.865 10.280
H -1.287 -22.594 8.675
H -3.749 -24.362 13.425
H -5.428 -24.534 12.949
H -6.871 -24.710 9.516
H -8.866 -24.724 7.824
H -8.576 -23.159 5.793
H -6.607 -21.721 5.663
C -4.038 -21.891 2.585
C -3.770 -21.876 4.076
N -4.147 -20.964 4.931
O -4.917 -19.917 4.348
C -2.876 -22.920 4.604
C -2.058 -23.779 3.678
N -2.688 -22.906 5.923
O -1.665 -23.452 6.452
H -4.972 -21.350 2.412
H -4.137 -22.938 2.262
H -3.231 -21.350 2.078
H -4.598 -19.080 4.759
H -1.244 -23.169 3.256
H -2.653 -24.200 2.869
H -1.634 -24.584 4.293
N -0.240 -14.294 1.793
C -0.155 -15.517 2.342
C 0.667 -16.511 1.733
C 0.736 -17.787 2.255
C -0.034 -18.125 3.372
C -0.893 -17.165 3.962
C -0.960 -15.866 3.450
S -0.100 -19.835 3.904
O -0.699 -20.596 2.837
O 1.229 -20.118 4.375
N -1.220 -20.030 5.154
C -0.888 -19.906 6.412
S 0.675 -19.379 7.101
C -0.080 -19.164 8.607
C -1.356 -19.676 8.589
N -1.839 -20.188 7.397
H 0.524 -13.965 1.217
H -0.892 -13.634 2.147
H 1.219 -16.276 0.830
H 1.362 -18.573 1.856
H -1.499 -17.464 4.814
H -1.627 -15.098 3.893
H 0.388 -18.656 9.443
H -1.982 -19.670 9.471
C -5.666 -17.066 11.802
Si -5.164 -18.748 11.002
C -6.196 -20.218 11.694
C -3.408 -19.123 11.630
Si -5.295 -18.798 8.602
Si -7.709 -18.784 8.134
C -7.822 -18.712 6.225
C -8.534 -17.204 8.882
C -8.531 -20.357 8.792
Si -4.489 -16.640 7.800
C -5.427 -15.077 8.458
C -4.493 -16.725 5.871
C -2.657 -16.378 8.280
H -6.064 -17.378 12.802
H -6.466 -16.516 11.290
H -4.808 -16.398 11.920
H -5.587 -20.440 12.608
H -6.260 -21.132 11.075
H -7.196 -19.910 12.009
H -3.487 -19.105 12.731
H -2.635 -18.381 11.332
H -3.046 -20.099 11.305
H -7.990 -17.708 5.798
H -8.760 -19.296 6.017
H -7.045 -19.218 5.636
H -8.157 -16.248 8.438
H -8.474 -17.117 9.979
H -9.608 -17.298 8.640
H -7.936 -20.975 9.473
H -8.878 -20.927 7.911
H -9.467 -20.061 9.319
H -6.360 -14.876 7.882
H -4.734 -14.215 8.353
H -5.737 -15.147 9.540
H -5.384 -17.161 5.388
H -3.574 -17.204 5.489
H -4.467 -15.651 5.531
H -2.436 -16.659 9.337
H -2.509 -15.296 8.187
H -1.963 -16.943 7.625

Record 4
86
Properties=species:S:1:pos:R:3 method="wB97M-V/def2-TZVPD" homo_lumo_gap_ha="0.09358 / 0.11309" e_lumo_ev="-12.907 / -12.169" spin_multiplicity=3 e_homo_ha="-0.5679 / -0.5603" charge=+3 total_energy_ev=-109412.1096
Tm 0.873 0.288 0.370
P -0.541 -0.080 -2.072
P 0.731 -2.309 1.470
P 3.295 -0.747 -1.225
H -0.862 4.640 3.036
C -0.193 4.837 2.180
C -0.683 5.019 0.943
H -1.748 5.196 0.764
C -2.198 0.484 -2.583
C -0.512 -1.836 -2.637
C 0.475 0.732 -3.367
C 1.647 -2.555 3.035
C -0.857 -3.108 1.952
C 1.412 -3.741 0.538
C 4.023 0.536 -2.345
C 3.191 -2.094 -2.490
C 4.826 -1.395 -0.418
H 0.885 4.820 2.370
H -0.081 5.013 0.028
H -2.592 1.212 -1.875
H -2.928 -0.317 -2.693
H -2.172 0.978 -3.556
H -1.129 -2.460 -1.979
H 0.507 -2.247 -2.645
H -0.912 -1.957 -3.654
H 0.757 1.734 -3.021
H -0.106 0.863 -4.288
H 1.381 0.170 -3.619
H 1.516 -3.610 3.307
H 1.213 -1.907 3.808
H 2.709 -2.332 2.862
H -0.587 -4.073 2.408
H -1.494 -3.306 1.073
H -1.381 -2.470 2.682
H 1.247 -4.631 1.169
H 2.497 -3.657 0.382
H 0.897 -3.918 -0.419
H 5.072 0.703 -2.056
H 3.478 1.486 -2.248
H 3.955 0.201 -3.395
H 4.220 -2.289 -2.833
H 2.598 -1.787 -3.363
H 2.769 -2.995 -2.018
H 5.650 -0.682 -0.589
H 5.126 -2.379 -0.829
H 4.631 -1.494 0.663
C 3.587 2.778 2.084
C 4.470 2.128 2.965
C 5.633 2.796 3.348
C 5.863 4.114 2.924
C 4.927 4.775 2.106
C 3.780 4.121 1.692
S 2.289 2.054 1.289
H 0.302 -0.726 1.916
H 4.251 1.112 3.278
H 6.370 2.314 3.987
H 6.745 4.660 3.274
H 5.081 5.819 1.820
H 3.032 4.596 1.053
C -1.992 1.134 2.990
P -2.149 0.619 1.248
C -3.318 -0.825 1.371
C -3.591 -1.515 0.176
C -4.490 -2.589 0.171
C -5.148 -2.975 1.343
C -4.890 -2.278 2.530
C -3.987 -1.205 2.551
C -3.414 1.859 0.736
C -4.732 1.840 1.225
C -5.676 2.757 0.753
C -5.315 3.695 -0.226
C -3.992 3.757 -0.665
C -3.032 2.891 -0.136
H -1.520 0.347 3.587
H -2.976 1.359 3.415
H -1.385 2.050 3.003
H -3.102 -1.196 -0.751
H -4.676 -3.114 -0.767
H -5.863 -3.805 1.327
H -5.393 -2.571 3.453
H -3.806 -0.675 3.492
H -5.035 1.109 1.977
H -6.700 2.731 1.137
H -6.060 4.386 -0.629
H -3.694 4.489 -1.414
H -1.974 3.010 -0.389

Record 5
104
Properties=species:S:1:pos:R:3 method="wB97M-V/def2-TZVPD" homo_lumo_gap_ha=0.31590 e_lumo_ev=-2.172 e_homo_ha=-0.3957 charge=+1 total_energy_ev=-357184.8266
C -3.435 2.073 4.026
C -3.463 2.443 2.511
C -3.757 1.136 1.742
O -3.847 1.351 0.337
C -2.974 0.548 -0.417
C -1.582 1.244 -0.432
C -1.760 2.676 -0.973
C -2.688 2.768 -2.202
N -2.176 1.849 -3.260
C -3.261 1.145 -3.992
C -0.385 3.432 -1.291
C -0.469 4.797 -0.563
C -1.059 5.937 -1.446
C -2.443 6.375 -0.899
Cl -2.197 7.335 0.605
C 0.865 2.584 -0.856
N 1.002 2.594 0.602
C 2.138 3.220 -1.469
Br 2.019 4.705 -2.707
C 3.387 2.789 -1.232
C 4.618 3.411 -1.875
Br 3.750 1.299 -0.084
C 0.685 1.204 -1.505
N -0.540 0.448 -1.126
C -0.280 -0.802 -0.331
C -0.960 -2.051 -0.978
C 0.050 -3.020 -1.650
C 0.449 -4.115 -0.632
C 1.095 -5.348 -1.302
C 1.651 -6.324 -0.232
C 2.804 -5.716 0.612
S 2.777 -6.230 2.363
C 1.424 -5.406 3.103
N 1.153 -5.619 4.364
N 0.067 -4.840 4.644
C -0.302 -4.213 3.588
O 0.548 -4.555 2.564
H -4.284 2.493 4.573
H -3.482 0.982 4.166
H -2.493 2.384 4.491
H -2.433 2.748 2.267
H -4.193 3.220 2.276
H -4.704 0.719 2.118
H -2.967 0.425 2.038
H -2.922 -0.435 0.084
H -3.344 0.341 -1.428
H -1.315 1.348 0.627
H -2.252 3.235 -0.169
H -2.631 3.807 -2.559
H -3.730 2.564 -1.934
H -1.744 2.459 -3.948
H -3.332 0.122 -3.589
H -4.247 1.611 -3.887
H -2.959 1.023 -5.038
H -0.401 3.569 -2.378
H 0.567 5.108 -0.371
H -0.960 4.759 0.415
H -0.406 6.818 -1.385
H -1.107 5.666 -2.508
H -3.017 6.921 -1.648
H -2.944 5.455 -0.578
H 1.615 3.343 0.908
H 0.121 2.785 1.069
H 5.490 3.051 -1.310
H 4.754 3.045 -2.899
H 4.627 4.499 -1.787
H 1.555 0.549 -1.403
H 0.615 1.395 -2.587
H -0.971 0.121 -1.999
H 0.782 -1.046 -0.242
H -0.676 -0.738 0.687
H -1.439 -2.613 -0.165
H -1.787 -1.769 -1.650
H -0.494 -3.548 -2.450
H 0.916 -2.522 -2.104
H -0.426 -4.492 -0.084
H 1.108 -3.640 0.111
H 0.286 -5.897 -1.804
H 1.840 -5.072 -2.059
H 0.815 -6.654 0.397
H 2.068 -7.184 -0.764
H 3.749 -6.056 0.172
H 2.840 -4.622 0.596
H -1.127 -3.523 3.501
C 0.982 -5.698 8.436
Cl 2.586 -6.214 8.986
Cl 0.622 -4.069 9.037
Cl 0.863 -5.751 6.676
H 0.250 -6.378 8.856
C 1.140 8.071 2.215
Cl -0.097 7.775 3.435
Cl 2.394 9.138 2.839
Cl 1.848 6.545 1.656
H 0.671 8.556 1.367
C 0.470 -9.283 -2.713
Cl 0.931 -9.605 -1.041
Cl -0.955 -8.240 -2.782
Cl 1.815 -8.562 -3.603
H 0.219 -10.226 -3.183
C 5.711 -0.322 -3.024
Cl 6.797 0.034 -4.363
Cl 4.038 0.051 -3.463
Cl 5.859 -2.007 -2.525
H 5.986 0.306 -2.184